Record 1
Formula: C3H11N3O
Source: the OMol25 dataset
Level of theory: the ωB97M-V functional and the def2-TZVPD basis

The geometry in ORCA input format:
```
! RIJCOSX wB97M-V def2-TZVPD def2/J DEFGRID3
* xyz 0 1
C -0.88 0.33 -1.82
C 1.88 -1.58 -0.87
N -1.81 -0.18 -1.17
H -2.01 0.79 0.45
H -2.21 -1.03 -1.55
H -0.46 -0.06 -2.76
H -0.43 1.24 -1.45
H 2.16 -0.81 -1.58
H 1.22 -2.29 -1.35
H 2.77 -2.09 -0.54
C -0.47 0.85 1.60
N 0.37 1.79 2.13
N -0.12 -0.37 1.56
O -1.61 1.39 1.11
H -0.79 -0.98 1.11
H 1.09 1.44 2.73
H -0.07 2.66 2.40
H 1.38 -1.12 -0.02
*
```

The SMILES is [H]/N=C(/N)O.C=N.C. The HOMO-LUMO gap is 0.364 hartree. The energy is -9806.8545 eV. As for the energy above the lowest of the compared OMol25 structures with the same formula, charge and spin: 26.4 kcal per mole. For the lowest unoccupied orbital energy, the calculation gives 0.90 eV. As for the HOMO energy: -9.00 eV.

Results of the natural (NBO) charge analysis, in e, for atoms 1 through 4:
1. C 0.00
2. C -0.87
3. N -0.66
4. H 0.52

Record 2
Formula: C7H21N2PSi
Source: the OMol25 dataset
Level of theory: the ωB97M-V functional and the def2-TZVPD basis

The geometry in ORCA input format:
```
! RIJCOSX wB97M-V def2-TZVPD def2/J DEFGRID3
* xyz 0 1
C -1.42 -1.65 0.36
C -3.27 -0.46 1.12
C 2.30 2.02 0.05
C 2.17 -2.14 1.08
C 3.31 -1.41 -2.00
C -1.88 2.40 0.87
C -1.27 1.25 -1.58
N 2.07 0.63 0.29
N -2.13 -0.46 0.31
Si 2.54 -0.80 -0.33
P -1.00 0.87 0.24
H -2.03 -2.56 0.11
H -0.41 -1.62 -0.36
H -1.10 -1.85 1.39
H -3.10 -0.50 2.21
H -3.94 0.36 0.95
H -3.88 -1.35 1.05
H 2.24 2.39 1.14
H 3.21 2.11 -0.56
H 1.41 2.23 -0.54
H 1.15 -2.54 0.76
H 2.99 -2.93 1.06
H 2.08 -1.65 2.05
H 3.04 -0.59 -2.74
H 4.40 -1.51 -1.90
H 2.95 -2.37 -2.36
H -2.06 2.31 1.92
H -1.27 3.26 0.73
H -2.87 2.67 0.33
H -2.31 1.44 -1.66
H -0.93 2.12 -2.01
H -0.98 0.32 -1.98
*
```

The SMILES is CN=[Si](C)C.CN(C)P(C)C. The HOMO-LUMO gap is 0.289 hartree. The energy is -27742.8963 eV. As for the energy above the lowest of the compared OMol25 structures with the same formula, charge and spin: 26.8 kcal per mole. For the lowest unoccupied orbital energy, the calculation gives 0.58 eV. As for the HOMO energy: -7.29 eV.

Results of the natural (NBO) charge analysis, in e, for atoms 1 through 4:
1. C -0.39
2. C -0.41
3. C -0.44
4. C -1.09

Record 3
Formula: C8H12F3O3P
Source: the OMol25 dataset
Level of theory: the ωB97M-V functional and the def2-TZVPD basis

The geometry in ORCA input format:
```
! RIJCOSX wB97M-V def2-TZVPD def2/J DEFGRID3
* xyz -2 1
C 3.06 -0.53 -0.57
C 1.77 -0.65 -0.27
C -1.74 2.11 0.78
C -0.42 1.58 0.23
C -0.60 0.24 -0.50
C -0.53 -3.22 -0.41
C 0.69 -0.20 -1.13
C -0.93 -3.31 0.88
O 1.12 0.76 -2.18
O 1.79 -1.48 -3.42
O -0.65 -0.61 -3.57
F -2.17 -2.91 1.26
F -0.09 -3.01 1.89
F -1.23 -5.10 1.55
P 0.65 -0.71 -2.85
H 3.85 -0.92 0.05
H 3.35 -0.04 -1.49
H 1.46 -1.16 0.64
H -2.18 1.39 1.46
H -2.45 2.27 -0.04
H -1.60 3.05 1.30
H 0.00 2.30 -0.47
H 0.29 1.45 1.05
H -1.32 0.36 -1.31
H -0.96 -0.52 0.19
H -1.26 -3.30 -1.19
H 0.49 -3.40 -0.65
*
```

The HOMO-LUMO gap is 0.239 hartree. The energy is -32074.8701 eV. As for the energy above the lowest of the compared OMol25 structures with the same formula, charge and spin: 0.0 kcal per mole. For the lowest unoccupied orbital energy, the calculation gives 5.55 eV. As for the HOMO energy: -0.97 eV.

Results of the natural (NBO) charge analysis, in e, for atoms 1 through 4:
1. C -0.43
2. C -0.19
3. C -0.60
4. C -0.40

Record 4
Formula: C38H41Br2CoN4P2
Source: the OMol25 dataset
Level of theory: the ωB97M-V functional and the def2-TZVPD basis

The geometry in ORCA input format:
```
! RIJCOSX wB97M-V def2-TZVPD def2/J DEFGRID3
* xyz 2 5
Co 0.48 0.23 1.11
Br 1.92 -1.15 7.58
C 1.47 -0.75 5.81
C 0.14 -0.53 5.46
C -0.13 -0.24 4.14
N 0.81 -0.17 3.20
C 2.09 -0.37 3.54
C 2.46 -0.66 4.84
C 3.08 -0.21 2.43
C 4.43 -0.41 2.61
C 5.29 -0.19 1.55
Br 7.13 -0.46 1.76
C 4.78 0.22 0.33
C 3.41 0.38 0.23
N 2.57 0.16 1.24
H -0.65 -0.58 6.19
H -1.15 -0.05 3.81
H 3.49 -0.82 5.12
H 4.83 -0.72 3.57
H 5.42 0.41 -0.52
H 2.95 0.70 -0.69
C -0.32 2.40 -2.00
P 0.25 0.70 -1.69
C -1.34 -0.27 -1.88
N -2.11 0.07 -2.88
C -3.25 -0.63 -3.11
C -4.07 -0.29 -4.21
C -5.21 -1.01 -4.43
C -5.57 -2.09 -3.57
C -4.80 -2.43 -2.51
C -3.61 -1.70 -2.25
N -2.85 -2.00 -1.18
C -1.74 -1.32 -0.99
P -0.87 -1.67 0.57
C -2.24 -1.97 1.73
C 0.00 -3.31 0.47
C 0.95 -3.26 -0.72
C 0.79 -3.48 1.77
C -0.99 -4.46 0.29
C 1.14 0.30 -3.32
C 0.46 1.00 -4.52
C 1.21 -1.20 -3.59
C 2.57 0.84 -3.22
H 0.52 2.99 -2.39
H -0.65 2.87 -1.08
H -1.11 2.40 -2.74
H -3.78 0.53 -4.85
H -5.85 -0.77 -5.27
H -6.48 -2.64 -3.78
H -5.06 -3.24 -1.84
H -2.92 -2.70 1.31
H -2.80 -1.05 1.91
H -1.84 -2.33 2.68
H 1.65 -2.42 -0.65
H 0.39 -3.18 -1.65
H 1.53 -4.18 -0.76
H 1.52 -2.68 1.90
H 1.34 -4.42 1.72
H 0.15 -3.52 2.65
H -1.61 -4.33 -0.60
H -1.64 -4.58 1.15
H -0.42 -5.39 0.17
H -0.58 0.74 -4.61
H 0.97 0.67 -5.43
H 0.56 2.08 -4.47
H 0.22 -1.65 -3.67
H 1.78 -1.72 -2.83
H 1.72 -1.35 -4.54
H 2.61 1.88 -2.89
H 3.04 0.80 -4.21
H 3.19 0.23 -2.56
C 0.93 5.81 2.01
C 1.70 4.68 2.28
C 1.18 3.41 2.05
C -0.12 3.24 1.57
C -0.67 1.94 1.32
C -2.06 1.87 1.04
C -2.81 2.99 0.73
C -2.23 4.25 0.88
C -0.90 4.40 1.32
C -0.35 5.68 1.52
H 1.35 6.80 2.17
H 2.70 4.79 2.67
H 1.79 2.54 2.27
H -2.56 0.90 1.00
H -3.84 2.89 0.41
H -2.83 5.14 0.70
H -0.95 6.55 1.29
*
```

The HOMO-LUMO gap (spin up / spin down) is 0.282 / 0.195 hartree. The energy is -242308.9545 eV. As for the energy above the lowest of the compared OMol25 structures with the same formula, charge and spin: 0.0 kcal per mole. For the lowest unoccupied orbital energy (spin up / spin down), the calculation gives -5.72 / -8.29 eV. As for the HOMO energy (spin up / spin down): -13.40 / -13.59 eV.

Results of the Mulliken charge analysis, in e, for atoms 1 through 4:
1. Co 0.13
2. Br -0.07
3. C -0.55
4. C -0.76

Record 5
Formula: C21H26N2O5
Source: the OMol25 dataset
Level of theory: the ωB97M-V functional and the def2-TZVPD basis

The geometry in ORCA input format:
```
! RIJCOSX wB97M-V def2-TZVPD def2/J DEFGRID3
* xyz 0 1
C -4.12 -2.23 -2.23
H -4.35 -1.19 -2.47
H -4.84 -2.60 -1.51
H -4.23 -2.81 -3.15
C -2.70 -2.37 -1.70
C -2.42 -1.63 -0.42
C -3.33 -0.85 0.20
C -3.05 -0.15 1.43
O -3.81 0.62 1.97
O -1.84 -0.38 2.01
C -0.88 -1.11 1.40
C 0.37 -1.14 2.03
C 1.44 -1.72 1.34
C 1.23 -2.38 0.13
C -0.03 -2.42 -0.43
C -1.10 -1.75 0.17
H -0.17 -2.94 -1.36
H 2.05 -2.84 -0.39
O 2.66 -1.57 1.92
C 3.81 -1.73 1.11
H 4.65 -1.49 1.77
C 3.87 -0.78 -0.10
O 4.47 -1.09 -1.11
N 3.26 0.40 0.08
C 3.18 1.42 -0.94
H 4.13 1.43 -1.48
H 3.04 2.37 -0.43
C 2.05 1.17 -1.94
H 2.32 0.32 -2.56
H 1.96 2.05 -2.59
C 0.71 0.86 -1.27
N 0.08 1.95 -0.58
C 0.33 2.28 0.70
O 1.19 1.77 1.40
C -0.61 3.39 1.11
H -1.01 3.21 2.11
C -1.69 3.37 0.02
H -2.08 4.36 -0.20
H -2.51 2.73 0.34
C -0.97 2.75 -1.18
H -1.63 2.12 -1.78
H -0.54 3.52 -1.83
H -0.06 4.33 1.12
H 0.87 0.06 -0.55
H 0.00 0.50 -2.03
H 2.70 0.58 0.91
H 3.93 -2.76 0.76
C 0.58 -0.50 3.36
H 0.96 0.51 3.22
H -0.36 -0.44 3.90
H 1.31 -1.06 3.93
H -4.32 -0.70 -0.19
H -2.00 -2.01 -2.47
H -2.49 -3.43 -1.54
*
```

The SMILES is CCc1cc(=O)oc2c(C)c(OCC(=O)NCCCN3CCCC3=O)ccc12. The HOMO-LUMO gap is 0.316 hartree. The energy is -35418.7013 eV. As for the energy above the lowest of the compared OMol25 structures with the same formula, charge and spin: 10.5 kcal per mole. For the lowest unoccupied orbital energy, the calculation gives 0.12 eV. As for the HOMO energy: -8.48 eV.

Results of the natural (NBO) charge analysis, in e, for atoms 1 through 4:
1. C -0.61
2. H 0.21
3. H 0.21
4. H 0.22

Record 6
Formula: C5H7FOS
Source: the OMol25 dataset
Level of theory: the ωB97M-V functional and the def2-TZVPD basis

The geometry in ORCA input format:
```
! RIJCOSX wB97M-V def2-TZVPD def2/J DEFGRID3
* xyz 0 1
C -0.04 -0.19 1.95
C 0.26 -0.57 0.52
C -1.03 -0.20 -1.30
C 0.32 0.37 -1.57
C 1.05 0.30 -0.28
H 0.99 -0.09 2.54
H -0.95 -0.80 2.38
H 0.46 -1.62 0.66
H -1.88 0.49 -1.68
H -1.12 -1.12 -1.86
H 0.88 0.32 -2.54
H 2.19 0.40 -0.19
O -1.00 -0.46 -0.01
F -0.45 1.21 2.15
S 0.34 1.96 -0.77
*
```

The SMILES is FC[C@H]1OC[C@H]2S[C@@H]12. The HOMO-LUMO gap is 0.350 hartree. The energy is -20895.8534 eV. As for the energy above the lowest of the compared OMol25 structures with the same formula, charge and spin: 51.3 kcal per mole. For the lowest unoccupied orbital energy, the calculation gives 0.76 eV. As for the HOMO energy: -8.75 eV.

Results of the natural (NBO) charge analysis, in e, for atoms 1 through 4:
1. C 0.05
2. C -0.02
3. C -0.06
4. C -0.36

Record 7
Formula: C14H19F4NO9S
Source: the OMol25 dataset
Level of theory: the ωB97M-V functional and the def2-TZVPD basis

The geometry in ORCA input format:
```
! RIJCOSX wB97M-V def2-TZVPD def2/J DEFGRID3
* xyz 0 1
C -1.25 2.16 -4.80
C -1.86 0.93 -4.14
O -1.48 -0.27 -4.77
C -0.82 -1.20 -3.94
C -1.76 -2.14 -3.19
O -2.96 -1.54 -2.70
N -2.80 -1.09 -1.39
C -3.59 0.12 -1.14
C -2.95 0.96 -0.05
O -1.59 1.21 -0.36
C -0.66 0.77 0.59
C 0.57 0.24 -0.19
F 0.60 0.74 -1.44
F 0.59 -1.10 -0.25
F 1.73 0.63 0.39
S -3.16 -2.30 -0.26
O -1.95 -2.82 0.26
O -4.16 -1.88 0.65
F -3.78 -3.38 -1.17
H -1.92 2.55 -5.57
H -1.18 2.94 -4.05
H -0.25 1.97 -5.18
H -2.95 1.01 -4.17
H -1.57 0.92 -3.08
H -0.12 -0.69 -3.28
H -0.23 -1.83 -4.60
H -2.01 -3.00 -3.79
H -1.20 -2.52 -2.33
H -3.62 0.73 -2.04
H -4.63 -0.09 -0.89
H -3.10 0.50 0.93
H -3.47 1.92 -0.03
H -0.30 1.60 1.19
H -1.02 -0.05 1.20
C 4.60 -1.08 4.86
C 3.33 -0.83 4.49
C 2.86 0.55 4.13
O 1.70 0.68 3.78
C 3.81 1.65 4.22
C 5.07 1.41 4.60
C 5.55 0.02 4.93
O 6.71 -0.11 5.25
O 5.99 2.36 4.71
O 2.41 -1.78 4.40
H 4.95 -2.07 5.12
H 3.45 2.64 3.98
H 6.81 1.91 4.99
H 1.59 -1.34 4.10
*
```

The SMILES is CCOCCON(CCOCC(F)(F)F)S(=O)(=O)F.O=C1C=C(O)C(=O)C=C1O. The HOMO-LUMO gap is 0.300 hartree. The energy is -56445.3373 eV. For the lowest unoccupied orbital energy, the calculation gives -1.51 eV. As for the HOMO energy: -9.67 eV.

Results of the natural (NBO) charge analysis, in e, for atoms 1 through 4:
1. C -0.63
2. C -0.07
3. O -0.54
4. C -0.09